{"formula": "C18H23F24IN3O5P", "method": "the ωB97M-V functional and the def2-TZVPD basis", "multiplicity": 1, "molar_mass_g_mol": 975.228, "energy_ha": -4275.89847, "charge": 0, "homo_energy_ev": -8.611, "smiles": "FC(F)C(F)(F)COC(F)(F)C(F)F.FC(F)C(F)(F)COC(F)(F)C(F)F.FC(F)C(F)(F)COC(F)(F)C(F)F.CNC[PH](I)(CN)ON=O", "orbital_gap_ev": 8.82, "elements": ["C", "N", "C", "P", "I", "C", "N", "O", "N", "O", "H", "H", "H", "H", "H", "H", "H", "H", "H", "H", "H", "C", "C", "C", "F", "F", "F", "F", "O", "C", "C", "F", "F", "F", "F", "H", "H", "H", "H", "C", "C", "C", "F", "F", "F", "F", "O", "C", "C", "F", "F", "F", "F", "H", "H", "H", "H", "C", "C", "C", "F", "F", "F", "F", "O", "C", "C", "F", "F", "F", "F", "H", "H", "H", "H"], "coordinates": [[-1.37, 1.92, 1.56], [-0.60, 2.73, 0.62], [0.68, 3.28, 1.08], [0.76, 3.73, 2.86], [1.93, 1.46, 3.41], [2.21, 4.73, 3.41], [2.85, 4.28, 4.63], [-0.17, 5.18, 2.44], [-0.74, 5.76, 3.55], [-1.14, 6.84, 3.32], [-0.81, 1.11, 2.05], [-2.19, 1.45, 1.01], [-1.84, 2.55, 2.32], [-0.38, 2.16, -0.19], [0.85, 4.23, 0.56], [1.53, 2.63, 0.89], [-0.21, 3.38, 3.79], [1.85, 5.76, 3.47], [2.92, 4.63, 2.58], [2.23, 4.35, 5.43], [3.66, 4.85, 4.82], [2.59, 0.63, -3.31], [2.82, 1.24, -1.91], [3.14, 2.74, -1.86], [4.27, 3.02, -2.53], [3.31, 3.11, -0.57], [3.74, 0.54, -1.23], [1.64, 1.14, -1.22], [3.68, -0.05, -3.90], [4.63, 0.58, -4.66], [6.04, 0.48, -4.05], [6.06, 0.99, -2.80], [6.89, 1.20, -4.82], [4.30, 1.85, -4.95], [4.70, -0.10, -5.83], [1.85, -0.15, -3.18], [2.16, 1.37, -3.98], [2.32, 3.32, -2.28], [6.36, -0.56, -4.02], [2.48, -3.69, -0.88], [2.57, -4.50, 0.42], [1.45, -5.50, 0.72], [0.26, -4.88, 0.82], [1.72, -6.10, 1.90], [2.76, -3.68, 1.47], [3.69, -5.27, 0.29], [1.96, -2.38, -0.80], [0.63, -2.10, -0.89], [0.07, -1.47, 0.39], [0.29, -2.27, 1.44], [-1.27, -1.33, 0.24], [-0.10, -3.17, -1.26], [0.49, -1.18, -1.88], [3.52, -3.54, -1.17], [2.00, -4.27, -1.66], [1.40, -6.26, -0.06], [0.52, -0.49, 0.57], [-4.64, -1.79, -0.34], [-4.94, -0.83, 0.82], [-5.24, -1.45, 2.19], [-6.34, -2.23, 2.14], [-5.48, -0.44, 3.07], [-5.91, 0.04, 0.48], [-3.78, -0.13, 1.01], [-5.70, -2.10, -1.22], [-6.55, -3.14, -1.00], [-8.00, -2.67, -0.81], [-8.09, -1.78, 0.19], [-8.77, -3.74, -0.50], [-6.16, -3.92, 0.02], [-6.55, -3.91, -2.11], [-3.93, -1.24, -0.96], [-4.13, -2.69, 0.02], [-4.39, -2.03, 2.55], [-8.37, -2.22, -1.74]]}